Below is C21H31Cl42NNbO3S as an isolated structure, with properties calculated with ωB97M-V with the def2-TZVPD basis set.

XYZ file:
```
100
Properties=species:S:1:pos:R:3:forces:R:3
C 1.68042 0.53394 2.72022 -1.33 0.25 -0.45
Nb 0.37014 1.28003 1.02476 2.32 -0.56 -0.55
C -0.01895 -0.88555 0.37214 -0.26 -0.50 -0.45
C -0.43216 -1.14684 -0.99068 -1.68 -0.60 3.57
O 0.08624 -0.74116 -1.98868 5.32 4.53 3.78
C 2.06194 1.64788 -0.42444 -0.11 0.04 0.75
C 3.38095 0.89449 -0.17156 -0.21 0.06 -0.64
C 3.34257 -0.49894 -0.79432 0.34 0.86 -0.66
S 4.11289 -0.50807 -2.45614 0.50 -0.50 -0.46
C -1.20629 2.15071 -0.39886 0.17 -0.09 0.68
O -0.76549 3.40238 -1.05636 -0.16 -0.08 0.13
N -0.18516 3.16753 -2.29841 0.40 0.15 -0.13
O -0.97682 3.08250 -3.16023 -0.13 -0.12 -0.03
H 2.00442 -0.46148 2.43986 0.34 -0.34 -0.26
H 1.11727 0.42473 3.62805 -0.12 0.06 0.68
H 2.52042 1.19142 2.87149 0.40 0.28 0.09
H -1.04180 1.11169 2.21184 -0.25 0.36 -0.01
H 0.62842 2.97024 1.66267 -0.31 -0.04 0.09
H 0.89224 -1.44037 0.55220 0.76 0.26 0.10
H -0.73839 -1.28518 1.06431 -0.47 -0.32 0.34
H -1.33491 -1.77831 -1.11320 -0.09 0.49 0.04
H 2.28686 2.70731 -0.46364 -0.24 0.30 0.03
H 1.73044 1.38532 -1.42389 -0.27 -0.08 -0.39
H 4.15084 1.41925 -0.71501 0.51 0.31 -0.01
H 3.72594 0.88194 0.85258 -0.21 -0.15 0.49
H 3.91765 -1.22005 -0.24151 0.09 -0.42 0.23
H 2.33264 -0.81412 -0.96789 -0.41 -0.34 0.25
H 3.93864 0.74323 -2.92241 -0.25 -0.25 0.53
H -2.07331 2.42615 0.16745 -0.51 0.26 0.07
H -1.55802 1.46530 -1.16613 -0.01 -0.18 -0.26
C 6.70018 -3.37925 0.45221 -0.01 0.05 -0.14
Cl 5.56754 -2.66036 1.59815 0.03 0.03 0.02
Cl 6.36122 -5.10140 0.24164 0.03 -0.01 0.02
Cl 6.65965 -2.53697 -1.09534 -0.16 -0.23 0.04
H 7.69522 -3.28154 0.86349 0.03 -0.02 0.03
C -0.77907 -1.83441 -3.62333 -2.41 -2.83 -4.52
Cl -1.55662 -3.27978 -2.95164 -0.34 -0.96 -0.44
Cl 0.74129 -2.25615 -4.40608 0.01 -0.24 -0.05
Cl -1.86264 -1.01845 -4.75667 -0.40 -0.06 -0.55
H -0.55711 -1.15163 -2.80401 -1.02 -0.38 -1.92
C 0.62307 3.46985 5.79384 -0.04 0.05 -0.16
Cl -0.00755 1.84485 6.04226 0.48 0.03 0.08
Cl 2.36840 3.43389 5.50894 0.00 0.01 0.02
Cl -0.21684 4.26387 4.46044 0.14 -0.08 0.37
H 0.44331 4.04101 6.69354 0.03 0.02 0.04
C 8.10971 1.43533 -1.06480 -0.22 -0.02 -0.02
Cl 6.70282 2.49198 -1.10076 0.24 0.06 -0.04
Cl 9.61223 2.35784 -0.92251 -0.03 -0.02 0.00
Cl 7.95413 0.26123 0.23992 0.14 0.14 0.18
H 8.13560 0.89003 -1.99810 0.04 -0.02 -0.03
C 2.07568 2.40293 -5.28567 -0.23 -0.31 0.08
Cl 1.24044 0.86592 -5.11718 0.03 0.07 -0.25
Cl 2.90516 2.74086 -3.77331 0.07 0.36 -0.06
Cl 3.19384 2.39415 -6.65819 -0.01 0.03 0.04
H 1.34115 3.17860 -5.45235 0.00 0.07 0.00
C -5.16122 -3.88630 -4.73368 -0.01 0.02 0.07
Cl -5.91353 -2.82857 -3.54380 0.05 0.00 -0.02
Cl -5.76800 -5.53654 -4.57791 0.03 -0.03 -0.01
Cl -5.44109 -3.27609 -6.36898 -0.01 0.06 -0.02
H -4.09357 -3.89746 -4.55368 0.05 0.05 -0.01
C -3.14715 -4.52024 -8.99194 0.17 -0.02 0.02
Cl -3.32301 -6.15477 -9.63858 -0.04 -0.02 -0.01
Cl -1.88354 -4.46298 -7.76777 -0.05 0.03 0.02
Cl -2.81864 -3.36880 -10.28904 -0.03 0.01 -0.01
H -4.07984 -4.24306 -8.52334 -0.04 0.00 0.02
C 4.14504 5.47450 -2.51526 0.06 0.14 0.09
Cl 2.69283 6.47443 -2.56280 0.00 -0.04 -0.02
Cl 5.59674 6.48115 -2.44814 0.05 0.02 -0.02
Cl 4.09256 4.35985 -1.15482 0.00 0.19 -0.02
H 4.18213 4.89174 -3.42543 0.02 0.05 0.01
C 0.65124 -2.45265 5.78539 -0.10 0.92 0.59
Cl -0.70101 -1.32803 5.70009 -0.11 -0.10 -0.03
Cl 2.14821 -1.61430 6.19349 0.07 0.02 0.02
Cl 0.32120 -3.74310 6.95080 -0.09 0.21 0.22
H 0.77162 -2.90591 4.80976 -0.19 0.96 0.65
C -0.51063 -5.49502 3.67978 -0.15 -0.01 0.02
Cl -1.80113 -4.35210 3.32130 0.18 -0.06 0.05
Cl 0.97980 -4.65289 4.11750 0.43 -1.99 -1.51
Cl -0.99957 -6.59915 4.96889 0.02 -0.03 -0.05
H -0.31653 -6.07831 2.79064 0.03 -0.02 -0.01
C -4.29606 1.15737 6.20902 0.07 0.15 -0.10
Cl -5.93942 1.77667 5.97439 -0.01 -0.04 0.03
Cl -4.11308 -0.43286 5.46920 -0.01 0.11 -0.02
Cl -3.10359 2.29002 5.58822 -0.33 -0.06 -0.01
H -4.13113 1.04411 7.27116 -0.04 0.01 0.04
C -3.92927 4.34666 2.24440 0.23 -0.07 0.01
Cl -2.17848 4.27613 2.07895 -0.29 0.10 -0.14
Cl -4.62032 2.72518 2.25799 0.07 -0.08 0.19
Cl -4.39574 5.24921 3.69748 -0.05 0.01 -0.03
H -4.32866 4.86486 1.38443 -0.03 0.06 -0.01
C -5.78270 -4.08093 4.36635 0.19 -0.01 0.06
Cl -5.18135 -5.74097 4.40485 -0.04 -0.03 -0.02
Cl -5.81889 -3.39898 5.99105 -0.08 -0.07 0.00
Cl -4.79733 -3.08633 3.29349 -0.18 0.08 -0.05
H -6.79194 -4.09594 3.98090 -0.03 0.00 -0.02
C -5.56916 3.07773 -1.92646 0.24 -0.05 0.01
Cl -3.81856 3.09920 -2.06050 -0.20 0.08 -0.07
Cl -6.19055 1.42299 -1.95736 -0.03 0.01 -0.01
Cl -6.09210 3.90704 -0.45495 -0.26 0.12 -0.19
H -5.98173 3.60731 -2.77322 -0.08 0.00 -0.01
```
Positions in Å, forces in eV/Å.

Calculated values
Frontier orbital gap = 0.260 Eh
Total charge = -1
Total energy = -20881.997509 Eh
HOMO level = -5.42 eV
Lowest unoccupied orbital energy = 1.66 eV
Maximum force = 7.95 eV/A

Atom charges from the Mulliken analysis, given in e for atoms 1 to 8: -0.775, -1.399, -1.431, 0.143, 0.147, -0.285, 0.675, 0.657


Below is a 3-piece molecular cluster, C32H54Cl2F3IN6O6PS2 overall, with properties calculated with ωB97M-V with the def2-TZVPD basis set.

XYZ file:
```
107
Properties=species:S:1:pos:R:3:forces:R:3
C 2.21073 0.66639 4.13585 -0.21 -0.09 0.31
C 0.70225 1.16285 4.09517 0.57 -0.96 0.32
C -0.17124 0.14082 3.26326 0.82 -0.69 1.36
I -2.07392 -0.02725 4.37770 0.35 0.22 -0.48
N -0.35004 0.38337 1.84847 -0.99 0.08 0.67
C -1.57665 0.10734 1.20640 1.19 1.09 -0.39
N -2.00399 -1.11747 1.00040 -0.02 0.13 -0.03
C -3.25227 -1.44627 0.26403 -1.28 -0.60 -0.76
C -3.00765 -2.22573 -1.08546 -0.01 -1.08 0.31
C -4.22726 -2.13320 -2.09384 1.64 -0.29 0.11
S -4.01195 -3.51008 -3.33958 0.16 -0.05 0.14
C -1.26569 -2.31720 1.46602 0.20 -1.66 0.68
C -2.01880 -3.09654 2.63543 0.31 0.68 -0.05
C -2.27407 -4.59076 2.32548 -1.07 -0.67 1.41
F -3.25004 -4.78525 1.36516 1.60 0.37 0.70
F -1.15709 -5.30679 2.01404 -1.18 1.03 -0.18
F -2.79040 -5.17591 3.47237 0.65 0.69 -1.29
N -2.29725 1.23024 0.70111 1.89 -2.76 2.21
P -3.72784 1.74939 1.59490 -4.68 3.04 -3.22
O -4.61887 0.50770 2.28907 1.87 -0.15 0.84
O -3.48678 3.05774 2.61128 0.65 -2.19 0.71
C -1.49519 2.29631 0.07402 -1.01 1.22 -1.21
C -1.86845 2.26519 -1.46095 -0.07 0.02 -0.84
Cl -1.95670 0.66465 -2.30617 0.32 1.17 1.19
C -2.13506 3.36037 -2.21118 -0.07 0.24 0.54
C -2.06128 4.80616 -1.65410 -0.31 0.40 -0.80
Cl -2.58062 3.22141 -3.94840 0.50 0.22 1.70
C 0.05059 2.35477 0.36435 1.15 -0.14 -0.88
C 0.81622 2.74121 -0.98235 0.61 0.45 -0.66
N 2.26487 3.00936 -0.74364 -0.82 0.22 0.22
S 0.32327 3.86983 1.43650 -1.43 3.89 1.43
C 1.96717 3.93869 2.21479 1.34 0.06 -0.48
O -0.67810 3.98436 2.50803 0.96 -1.91 -0.59
O 0.20956 5.10046 0.61929 0.97 -2.15 -0.29
C 0.67638 1.04638 1.04416 -0.14 0.00 -2.47
C 1.13838 -0.03925 -0.05619 0.68 -0.33 1.04
C 2.71211 -0.04289 -0.30135 -0.75 -0.91 -1.60
C 3.17624 -1.49179 -0.70232 0.61 -1.34 -0.63
C 3.05612 -2.64706 0.17640 0.75 -0.27 -2.02
C 3.48488 -3.95698 -0.31626 0.06 1.04 -0.89
C 4.01731 -4.13273 -1.65054 -0.09 1.95 -0.33
C 4.16177 -2.98190 -2.56160 -1.15 0.07 2.76
C 3.73246 -1.69595 -2.05020 -0.24 -0.81 0.65
H 2.62816 0.95168 5.13981 -0.06 -0.03 -1.20
H 2.29078 -0.45921 4.10219 -0.30 1.08 0.02
H 2.83934 1.04051 3.28846 -0.39 -0.14 0.87
H 0.57873 2.23178 3.80400 -0.06 -0.93 0.01
H 0.33821 1.08682 5.15617 0.31 0.12 -1.13
H 0.31113 -0.86913 3.43042 -0.69 0.93 -0.01
H -3.87161 -2.12630 0.91652 0.70 0.76 -0.48
H -3.89473 -0.56597 0.04177 1.01 -0.32 0.30
H -2.03030 -1.97156 -1.58297 -1.11 0.08 0.45
H -2.92023 -3.31865 -0.82128 -0.05 1.03 -0.19
H -5.21525 -2.27502 -1.59575 0.82 0.24 -0.37
H -4.14498 -1.18862 -2.68097 -0.45 -0.62 0.68
H -2.80675 -4.09725 -3.00422 -0.77 0.75 0.05
H -0.24143 -2.09283 1.83050 -0.89 0.30 -0.52
H -1.13937 -3.06872 0.63546 -0.23 1.22 0.40
H -1.39734 -3.00785 3.56864 -0.66 -0.45 -0.91
H -2.98279 -2.57814 2.88489 0.76 -0.81 -0.30
H -5.25855 0.14018 1.65021 0.39 0.64 0.11
H -4.38585 3.37657 2.83257 0.41 -0.13 -0.16
H -1.94557 3.27172 0.42955 0.55 -0.93 -0.31
H -2.45060 4.92650 -0.61392 0.41 -0.38 -0.78
H -2.68873 5.47909 -2.30217 0.62 -0.76 0.59
H -1.01331 5.21555 -1.68036 -0.99 -0.52 0.07
H 0.75685 1.95011 -1.76586 -0.34 0.37 0.87
H 0.40006 3.67587 -1.44155 -0.18 -1.09 0.67
H 2.31046 4.01736 -0.55635 0.47 -0.50 -0.28
H 2.80215 2.80062 -1.58931 -0.27 0.26 0.45
H 2.27414 3.02341 2.77115 -0.49 0.73 -0.43
H 1.95074 4.82489 2.90803 -0.55 -0.93 -0.65
H 2.79922 4.15631 1.47371 -1.36 -0.47 0.77
H 1.62549 1.32626 1.55686 -1.22 -0.29 0.23
H 0.54434 0.02653 -1.00015 0.59 0.01 0.68
H 0.91750 -1.05847 0.37347 0.05 1.13 -0.30
H 2.86835 0.56615 -1.23375 0.31 -0.33 1.24
H 3.28709 0.37203 0.56207 -0.50 -0.30 -0.72
H 2.63492 -2.55991 1.20941 0.48 -0.03 -1.02
H 3.39396 -4.85900 0.33786 0.09 1.00 -0.61
H 4.35423 -5.11803 -2.04763 -0.45 0.80 0.70
H 4.56106 -3.08609 -3.59840 -0.41 0.06 1.14
H 3.80052 -0.80627 -2.72846 -0.03 -0.88 0.76
C -2.95422 -6.58531 -5.07909 -0.14 -0.13 -0.10
O -1.93928 -5.92092 -5.18671 -0.06 0.02 -0.06
N -3.59952 -7.19880 -6.09622 0.05 0.10 0.41
C -4.80674 -7.97403 -5.88805 0.15 0.05 -0.24
C -3.06451 -7.07597 -7.44067 0.20 0.16 0.14
H -3.44153 -6.74127 -4.10174 -0.09 -0.06 -0.03
H -4.63523 -9.00192 -6.21562 -0.17 -0.01 0.05
H -5.61945 -7.53841 -6.47372 -0.09 -0.13 0.07
H -5.08894 -7.97825 -4.83559 0.08 0.05 -0.04
H -2.04928 -7.47645 -7.46236 -0.03 0.06 -0.14
H -3.02817 -6.02104 -7.71893 0.06 -0.08 -0.11
H -3.68789 -7.62000 -8.14827 -0.02 0.01 0.12
C 4.99945 5.22766 2.89415 0.24 0.30 0.03
O 4.80660 4.41386 2.00309 0.17 0.14 -0.02
N 5.57263 6.43646 2.73114 -0.24 -0.37 0.23
C 5.77009 7.35309 3.83861 0.07 0.06 -0.23
C 6.00689 6.83348 1.40265 -0.08 -0.26 -0.09
H 4.70742 5.02478 3.93784 0.03 0.05 0.03
H 5.23470 8.28284 3.63519 0.07 0.03 0.14
H 6.83606 7.56475 3.94392 -0.07 0.08 0.12
H 5.39859 6.92448 4.76889 0.00 -0.04 -0.09
H 5.14921 6.83008 0.72736 0.12 0.04 -0.08
H 6.74224 6.11576 1.03479 -0.03 0.10 -0.10
H 6.44775 7.82824 1.42921 -0.05 -0.06 0.10
```
Positions in Å, forces in eV/Å.

Calculated values
Frontier orbital gap = 0.264 Eh
Total charge = +1
Total energy = -4686.744210 Eh
HOMO level = -10.61 eV
Lowest unoccupied orbital energy = -3.42 eV
Maximum force = 6.44 eV/A

Atom charges from the Mulliken analysis, given in e for atoms 1 to 8: -1.103, -0.441, -0.318, 0.058, 1.278, -2.057, 1.275, -0.994


Below is C4H7NO as an isolated structure, with properties calculated with ωB97M-V with the def2-TZVPD basis set.

XYZ file:
```
13
Properties=species:S:1:pos:R:3:forces:R:3
C -0.83071 -0.43994 0.30748 0.39 -0.43 0.18
C 1.17562 -0.35093 0.13929 -5.48 1.31 -1.37
C -2.40369 0.17818 -0.12361 4.12 -1.36 0.50
C 2.45691 0.28517 -0.21875 0.19 0.00 0.15
N 0.27311 -1.01707 -0.54411 0.67 -0.55 -0.60
O 0.24344 0.36168 0.93207 0.25 0.97 1.07
H -1.09644 -1.21886 1.03099 -0.07 0.14 -0.05
H -2.88818 -0.71597 -0.49871 -0.16 0.04 -0.12
H -2.34779 0.96469 -0.85486 -0.05 0.25 -0.16
H -2.81917 0.47623 0.82524 -0.16 0.22 0.15
H 2.16396 1.26355 -0.62497 0.10 -0.23 0.08
H 2.96885 -0.26460 -0.99907 0.08 -0.19 0.03
H 3.10409 0.47788 0.62903 0.12 -0.17 0.14
```
Positions in Å, forces in eV/Å.

Calculated values
Frontier orbital gap = 0.379 Eh
ΔE to the lowest compared entry with this formula, charge and spin = 74.1 kcal per mole
Total energy = -286.513492 Eh
HOMO level = -9.59 eV
Lowest unoccupied orbital energy = 0.73 eV
Maximum force = 5.80 eV/A

Atom charges from the Mulliken analysis, given in e for atoms 1 to 8: 0.309, 0.676, -0.948, -0.996, -0.655, -0.404, 0.220, 0.311


Below is C3H2O4 as an isolated structure, with properties calculated with ωB97M-V with the def2-TZVPD basis set.

XYZ file:
```
9
Properties=species:S:1:pos:R:3:forces:R:3
C 0.47987 -0.50965 0.22020 1.30 1.55 1.47
C 0.58411 0.55584 -0.90772 6.25 -0.06 -0.89
C -1.24515 0.19441 -0.44672 -1.47 -0.02 -0.67
O -0.80137 -0.24829 0.68920 -1.65 -1.32 2.59
O -1.79122 -0.40369 -1.27856 -2.58 -0.59 -1.42
O -0.41808 1.28149 -0.84858 -2.47 1.79 -0.26
O 1.31453 -0.17445 1.29219 0.51 0.31 -0.91
H 0.64260 -1.49201 -0.18241 0.00 -0.60 0.34
H 1.23472 0.79634 1.46240 0.10 -1.07 -0.24
```
Positions in Å, forces in eV/Å.

Calculated values
Frontier orbital gap = 0.340 Eh
ΔE to the lowest compared entry with this formula, charge and spin = 111.1 kcal per mole
Total energy = -416.307774 Eh
HOMO level = -9.46 eV
Lowest unoccupied orbital energy = -0.22 eV
Maximum force = 6.31 eV/A

Atom charges from the Mulliken analysis, given in e for atoms 1 to 8: 0.254, -0.495, 0.750, -0.326, -0.393, -0.034, -0.489, 0.398